C38H33NO2P3Pt | ωB97M-V with the def2-TZVPD basis set

Cartesian coordinates (Å):
Pt 0.887 -0.227 0.336
N 3.561 -0.622 -0.462
P 2.533 -1.866 -0.237
C 2.023 -1.987 1.499
C 0.671 -2.307 1.751
C 0.139 -2.164 3.041
C 0.915 -1.700 4.078
C 2.250 -1.376 3.838
C 2.791 -1.502 2.575
C 3.187 -3.499 -0.592
C 2.428 -4.535 -1.114
C 3.005 -5.780 -1.304
C 4.339 -5.983 -0.994
C 5.104 -4.942 -0.485
C 4.531 -3.699 -0.280
P 2.446 0.965 -0.791
C 2.574 0.702 -2.560
C 1.453 0.304 -3.268
C 1.548 0.073 -4.633
C 2.757 0.249 -5.283
C 3.880 0.652 -4.569
C 3.794 0.872 -3.207
C 3.797 1.915 0.009
C 4.201 3.103 -0.611
C 5.238 3.852 -0.092
C 5.857 3.465 1.088
C 5.440 2.312 1.730
C 4.430 1.536 1.183
H 4.476 -0.721 -0.880
H 0.065 -2.790 0.978
H -0.896 -2.432 3.205
H 0.500 -1.589 5.068
H 2.870 -1.031 4.654
H 3.828 -1.257 2.396
H 1.392 -4.379 -1.379
H 2.411 -6.587 -1.708
H 4.787 -6.954 -1.152
H 6.146 -5.098 -0.245
H 5.133 -2.896 0.128
H 0.498 0.165 -2.766
H 0.673 -0.235 -5.185
H 2.830 0.072 -6.347
H 4.824 0.792 -5.076
H 4.674 1.182 -2.659
H 3.714 3.440 -1.514
H 5.557 4.750 -0.602
H 6.654 4.062 1.506
H 5.902 2.006 2.658
H 4.129 0.636 1.685
O 0.404 3.103 -2.593
C 0.476 2.821 -1.433
O 1.616 2.479 -0.814
C -0.667 2.856 -0.456
P -0.917 1.215 0.290
C -1.723 1.582 1.870
C -1.040 2.358 2.800
C -1.583 2.593 4.050
C -2.808 2.038 4.391
C -3.485 1.246 3.477
C -2.947 1.016 2.220
C -2.159 0.402 -0.763
C -1.926 -0.850 -1.319
C -2.882 -1.450 -2.126
C -4.073 -0.797 -2.387
C -4.314 0.460 -1.845
C -3.364 1.057 -1.038
H -1.578 3.184 -0.958
H -0.430 3.553 0.352
H -0.066 2.780 2.563
H -1.046 3.207 4.759
H -3.227 2.222 5.370
H -4.438 0.809 3.736
H -3.490 0.394 1.525
H -0.980 -1.352 -1.133
H -2.689 -2.423 -2.555
H -4.818 -1.261 -3.017
H -5.242 0.971 -2.057
H -3.568 2.030 -0.612

Output
**LUMO energy**: -4.01 eV
**E_HOMO**: -10.509 eV
**Energy above the lowest of the compared OMol25 structures with the same formula, charge and spin**: 2.056 eV
**Multiplicity**: 1
**Total charge**: +1
**Strongest force on any atom**: 1.29 eV/A

---

C38H34AlN6O3P2 | ωB97M-V with the def2-TZVPD basis set

Cartesian coordinates (Å):
Al 1.529 -0.620 -0.033
C -1.737 -4.928 -0.516
N -1.089 -3.785 0.113
C -0.887 -3.633 1.463
C -0.185 -2.478 1.624
N 0.036 -1.924 0.392
C -0.497 -2.742 -0.503
P -0.311 -2.536 -2.308
C 1.512 -2.698 -2.262
N 2.238 -2.025 -1.384
C 3.546 -2.335 -1.611
C 3.605 -3.219 -2.649
N 2.312 -3.443 -3.053
C 1.900 -4.331 -4.131
C -0.298 -0.712 -2.347
N 0.457 0.051 -1.570
C 0.332 1.335 -2.006
C -0.526 1.350 -3.065
N -0.917 0.053 -3.271
C -1.817 -0.396 -4.325
H -2.506 -5.306 0.151
H -2.203 -4.618 -1.447
H -1.011 -5.716 -0.712
H -1.268 -4.342 2.177
H 0.161 -2.001 2.525
H 4.335 -1.905 -1.018
H 4.438 -3.703 -3.127
H 2.760 -4.528 -4.765
H 1.527 -5.273 -3.734
H 1.126 -3.857 -4.730
H 0.844 2.148 -1.519
H -0.895 2.158 -3.671
H -2.453 0.437 -4.614
H -1.255 -0.735 -5.194
H -2.444 -1.203 -3.956
O 2.192 0.999 2.070
C 1.030 0.738 1.659
C -0.041 1.249 2.549
C 0.275 1.561 3.879
C -0.703 1.976 4.761
C -2.017 2.094 4.324
C -2.340 1.802 3.010
C -1.368 1.370 2.108
P -1.804 1.099 0.337
C -1.828 2.818 -0.292
C -1.296 3.903 0.400
C -1.250 5.161 -0.189
C -1.742 5.355 -1.470
C -2.274 4.280 -2.171
C -2.302 3.023 -1.591
C -3.586 0.683 0.488
C -4.643 1.542 0.208
C -5.958 1.107 0.330
C -6.232 -0.188 0.742
C -5.184 -1.053 1.029
C -3.874 -0.623 0.891
H 1.300 1.459 4.206
H -0.444 2.207 5.786
H -2.791 2.420 5.007
H -3.365 1.912 2.678
H -0.914 3.777 1.404
H -0.832 5.993 0.363
H -1.712 6.338 -1.921
H -2.666 4.423 -3.170
H -2.711 2.186 -2.149
H -4.449 2.564 -0.093
H -6.769 1.789 0.112
H -7.257 -0.521 0.843
H -5.390 -2.063 1.360
H -3.060 -1.303 1.115
O 2.934 0.548 -0.146
C 3.248 0.098 1.081
O 2.751 -1.142 1.239
C 4.603 0.394 1.629
C 5.227 1.592 1.306
C 6.488 1.870 1.808
C 7.125 0.950 2.632
C 6.500 -0.246 2.951
C 5.236 -0.526 2.452
H 4.722 2.293 0.654
H 6.976 2.803 1.558
H 8.111 1.167 3.023
H 6.998 -0.963 3.592
H 4.732 -1.454 2.689

Output
**LUMO energy**: -2.52 eV
**E_HOMO**: -10.167 eV
**Multiplicity**: 1
**Total charge**: +1
**Strongest force on any atom**: 1.18 eV/A

---

C38H34ClFeN7O2 | ωB97M-V with the def2-TZVPD basis set

Cartesian coordinates (Å):
Fe 0.105 -0.188 1.062
Cl -1.090 6.721 0.097
C -0.761 5.118 0.672
C 0.187 4.929 1.686
C 0.460 3.671 2.161
C -0.186 2.541 1.624
O 0.056 1.356 2.120
C -1.131 2.742 0.599
C -1.871 1.662 0.021
N -1.605 0.400 0.050
C -2.470 -0.418 -0.763
C -2.835 0.082 -1.986
C -3.652 -0.618 -2.889
C -4.084 -1.871 -2.582
C -3.712 -2.450 -1.347
C -4.148 -3.755 -1.016
C -3.792 -4.310 0.173
C -3.002 -3.533 1.039
N -2.590 -2.317 0.781
C -2.909 -1.744 -0.414
C -1.428 4.044 0.150
H 0.698 5.791 2.095
H 1.181 3.519 2.954
H -2.773 1.979 -0.507
H -2.430 1.031 -2.316
H -3.909 -0.157 -3.833
H -4.705 -2.437 -3.265
H -4.767 -4.292 -1.724
H -4.109 -5.300 0.466
H -2.713 -3.949 2.002
H -2.176 4.193 -0.620
C 6.789 1.971 0.367
C 5.340 1.601 0.211
C 4.691 1.667 -1.014
C 3.374 1.282 -1.146
C 2.587 0.842 -0.066
N 1.245 0.504 -0.246
C 0.778 0.375 -1.568
C 0.694 1.477 -2.420
C 0.279 1.352 -3.733
C -0.113 0.116 -4.249
C -0.599 -0.023 -5.664
C -0.105 -0.972 -3.391
C 0.333 -0.848 -2.078
N 0.305 -2.013 -1.254
C 0.425 -3.303 -1.641
C 0.490 -4.075 -0.505
C 0.427 -3.160 0.552
N 0.312 -1.925 0.089
C 3.265 0.740 1.160
C 4.606 1.106 1.272
N 2.674 0.177 2.334
C 3.169 0.219 3.585
C 2.434 -0.638 4.367
C 1.474 -1.157 3.507
N 1.621 -0.663 2.280
H 7.101 2.656 -0.419
H 6.976 2.451 1.327
H 7.427 1.087 0.308
H 5.226 2.010 -1.891
H 2.940 1.321 -2.132
H 0.991 2.445 -2.034
H 0.258 2.228 -4.370
H -0.240 0.795 -6.286
H -0.265 -0.960 -6.108
H -1.691 -0.015 -5.702
H -0.475 -1.929 -3.742
H 0.509 -3.569 -2.679
H 0.607 -5.142 -0.450
H 0.487 -3.335 1.614
H 5.115 0.963 2.214
H 4.007 0.839 3.842
H 2.565 -0.842 5.414
H 0.661 -1.821 3.733
C -3.045 -0.941 4.030
C -2.289 -0.147 2.992
O -1.150 -0.910 2.525
H -3.894 -0.362 4.392
H -2.407 -1.184 4.879
H -3.436 -1.869 3.605
H -1.865 0.765 3.402
H -2.925 0.105 2.146
H -1.521 -1.730 2.152

Output
**LUMO energy (spin up / spin down)**: -2.96 / -3.03 eV
**E_HOMO (spin up / spin down)**: -9.821 / -9.824 eV
**Energy above the lowest of the compared OMol25 structures with the same formula, charge and spin**: 0.000 eV
**Multiplicity**: 2
**Total charge**: +1
**Strongest force on any atom**: 0.69 eV/A

---

C38H34CoF12N2O4P | ωB97M-V with the def2-TZVPD basis set

Cartesian coordinates (Å):
Co -0.508 0.525 -0.111
C 1.099 3.081 -6.224
C 0.939 2.183 -5.030
C 0.935 0.791 -5.163
C 0.771 -0.010 -4.069
C 0.546 0.536 -2.765
N 0.251 -0.260 -1.732
C 0.176 -1.672 -1.972
C -0.831 -2.105 -2.826
C -0.940 -3.427 -3.209
C -0.019 -4.359 -2.764
C -0.096 -5.810 -3.182
C 0.959 -3.934 -1.873
C 1.059 -2.619 -1.418
C 2.072 -2.243 -0.320
O 1.480 -1.432 0.650
C 2.656 -3.505 0.418
F 1.665 -4.358 0.757
F 3.270 -3.156 1.551
F 3.533 -4.183 -0.344
C 3.282 -1.464 -0.916
F 4.316 -1.400 -0.067
F 2.935 -0.216 -1.222
F 3.701 -2.073 -2.043
C 0.696 1.961 -2.611
C 0.864 2.726 -3.741
C 0.863 2.640 -1.246
O 0.736 1.834 -0.132
C -0.094 3.824 -1.072
F 0.197 4.535 0.016
F -0.290 4.649 -2.092
F -1.784 1.436 -1.188
C 2.331 3.204 -1.179
F 2.701 3.431 0.087
F 3.222 2.361 -1.721
F 2.411 4.379 -1.846
H 0.750 2.594 -7.136
H 2.153 3.343 -6.369
H 0.547 4.012 -6.089
H 1.071 0.340 -6.140
H 0.798 -1.081 -4.193
H -1.555 -1.371 -3.162
H -1.753 -3.729 -3.860
H -0.716 -5.933 -4.071
H -0.531 -6.420 -2.385
H 0.897 -6.208 -3.396
H 1.654 -4.679 -1.517
H 0.981 3.796 -3.641
C -2.608 0.682 2.764
P -1.266 1.510 1.851
C -1.959 3.179 1.728
C -1.850 4.094 2.775
C -2.514 5.311 2.697
C -3.288 5.612 1.582
C -3.397 4.697 0.542
C -2.735 3.478 0.610
C 0.130 1.572 2.999
C 0.263 0.635 4.021
C 1.403 0.620 4.814
C 2.417 1.538 4.586
C 2.292 2.476 3.569
C 1.156 2.495 2.772
H -2.775 1.231 3.690
H -2.414 -0.368 2.988
H -3.499 0.736 2.139
H -1.238 3.866 3.641
H -2.423 6.027 3.507
H -3.808 6.562 1.525
H -3.989 4.937 -0.334
H -2.788 2.763 -0.211
H -0.526 -0.090 4.209
H 1.499 -0.114 5.607
H 3.310 1.521 5.202
H 3.086 3.191 3.384
H 1.065 3.214 1.968
O -2.896 -2.549 -0.297
C -1.973 -2.163 0.388
O -1.499 -0.949 0.438
C -1.260 -3.121 1.339
N -0.399 -2.383 2.300
C -0.462 -3.128 3.566
C -1.900 -3.646 3.637
C -2.203 -4.021 2.175
H -0.632 -3.739 0.699
H -0.839 -1.484 2.426
H 0.840 -1.996 1.142
H -0.177 -2.488 4.403
H 0.242 -3.961 3.526
H -2.567 -2.849 3.981
H -2.006 -4.492 4.319
H -3.240 -3.863 1.886
H -1.971 -5.073 2.003

Output
**LUMO energy (spin up / spin down)**: -1.19 / -2.02 eV
**E_HOMO (spin up / spin down)**: -8.272 / -8.897 eV
**Multiplicity**: 5
**Total charge**: 0
**Strongest force on any atom**: 0.99 eV/A

---

C38H34F11IrN5PS | ωB97M-V with the def2-TZVPD basis set

Cartesian coordinates (Å):
Ir 0.021 0.515 0.732
C 0.946 -1.533 2.825
N 0.356 -1.405 1.474
C 1.262 -2.050 0.466
C 2.341 -1.053 0.085
N 1.674 0.108 -0.524
C 2.446 1.194 -0.921
C 3.665 1.595 -0.367
F 4.314 0.864 0.556
C 4.230 2.828 -0.646
F 5.342 3.192 -0.029
C 3.595 3.707 -1.498
F 4.093 4.921 -1.718
C 2.444 3.289 -2.138
F 1.903 4.183 -2.974
C 1.907 2.017 -1.945
F -0.432 2.193 -0.238
C -1.001 -2.024 1.481
C -2.036 -1.070 2.048
N -1.830 0.261 1.449
C -2.907 1.159 1.392
C -4.226 0.813 1.069
F -4.574 -0.469 0.813
C -5.241 1.743 0.920
F -6.462 1.330 0.569
C -4.992 3.090 1.093
F -5.964 3.993 0.941
C -3.713 3.475 1.448
F -3.446 4.762 1.677
C -2.714 2.532 1.607
F -1.538 2.991 2.065
H 1.068 -2.591 3.073
H 0.293 -1.067 3.555
H 1.914 -1.041 2.854
H 0.663 -2.314 -0.409
H 1.692 -2.963 0.885
H 3.060 -1.522 -0.597
H 2.898 -0.798 0.987
H -0.977 -2.966 2.038
H -1.265 -2.246 0.446
H -2.003 -1.037 3.147
H -3.004 -1.484 1.789
C 0.554 2.500 -4.489
P 0.788 1.279 -3.174
C 1.713 -0.029 -4.042
C 1.490 -0.204 -5.410
C 2.136 -1.211 -6.110
C 3.025 -2.051 -5.461
C 3.274 -1.870 -4.108
C 2.625 -0.868 -3.407
C -0.855 0.730 -2.710
C -1.109 -0.620 -2.092
C -2.503 -0.774 -1.577
C -3.491 0.111 -1.824
C -3.203 1.328 -2.487
C -1.889 1.621 -2.873
H -0.082 2.055 -5.251
H 1.519 2.760 -4.917
H 0.081 3.402 -4.123
H 0.811 0.431 -5.958
H 1.942 -1.332 -7.167
H 3.531 -2.835 -6.009
H 3.979 -2.510 -3.595
H 2.809 -0.748 -2.355
H -0.406 -0.742 -1.259
H -2.727 -1.704 -1.069
H -4.506 -0.104 -1.511
H -3.987 2.047 -2.675
H -1.715 2.596 -3.294
F -4.883 -2.662 -6.832
C -3.912 -2.472 -5.926
C -3.771 -3.375 -4.894
C -2.765 -3.161 -3.963
C -1.907 -2.071 -4.057
C -0.838 -1.851 -3.015
C -2.083 -1.186 -5.118
C -3.083 -1.375 -6.058
H -4.438 -4.224 -4.829
H -2.647 -3.865 -3.147
H -0.801 -2.728 -2.367
H 0.145 -1.764 -3.476
H -1.435 -0.327 -5.211
H -3.227 -0.693 -6.885
N 1.690 2.339 4.467
C 0.912 1.771 3.542
N -0.281 1.306 3.880
S 1.531 1.662 1.952
H 1.339 2.582 5.377
H 2.599 2.679 4.205
H -0.668 1.472 4.795
H -0.900 1.033 3.118

Output
**LUMO energy (spin up / spin down)**: -2.87 / -3.51 eV
**E_HOMO (spin up / spin down)**: -9.879 / -10.053 eV
**Energy above the lowest of the compared OMol25 structures with the same formula, charge and spin**: 0.244 eV
**Multiplicity**: 2
**Total charge**: +1
**Strongest force on any atom**: 0.36 eV/A